Entry from the OMol25 dataset: 2 unconnected molecules or ions with the total composition FH3P2S2 at a distorted geometry (ωB97M-V with the def2-TZVPD basis set).

Each line ends with the Mulliken spin population.
Positions of all 8 atoms, in Å:
1 F -0.294 -1.825 -0.237  0.00
2 P -0.987 0.840 0.596  0.02
3 P 0.617 -0.467 -0.111  0.01
4 S 3.465 -2.496 -0.277  1.96
5 S 0.687 0.132 -2.121  0.01
6 H -0.061 1.803 0.999  0.00
7 H -0.971 0.202 1.842  0.00
8 H 1.833 -0.500 -2.360  0.00

Atoms 1-3, force components in eV/Å:
0.2 0.4 0.2
-0.6 0.1 -0.5
0.3 -1.1 -0.3

- net charge = 0
- energy above the lowest of the compared OMol25 structures with the same formula, charge and spin (kcal/mol) = 4.71
- expectation value of S² = 2.004
- Kohn-Sham gap (spin up / spin down) (eV) = 9.796 / 6.800
- lowest unoccupied orbital energy (spin up / spin down) (eV) = 0.726 / -2.374
- calculated total energy (Ha) = -1580.673772
- 2S+1 = 3
- E_HOMO (spin up / spin down) (eV) = -9.07 / -9.17